(1)
{"formula": "C27H38N6OPtS", "method": "ωB97M-V/def2-TZVPD", "elements": ["Pt", "C", "C", "N", "C", "S", "N", "N", "C", "C", "C", "C", "C", "C", "C", "N", "H", "H", "H", "H", "H", "H", "H", "H", "H", "H", "H", "H", "H", "C", "C", "C", "C", "C", "C", "C", "C", "C", "C", "C", "C", "O", "H", "H", "H", "H", "H", "H", "H", "H", "H", "H", "H", "H", "H", "H", "H", "H", "H", "C", "C", "C", "C", "N", "N", "C", "H", "H", "H", "H", "H", "H", "H", "H"], "positions_angstrom": [[0.0154, -0.1049, -0.1477], [-4.9083, -2.4728, 1.9240], [-5.0303, -1.6760, 0.6287], [-3.9109, -1.9309, -0.2535], [-2.7378, -1.2811, -0.0446], [-1.5820, -1.2927, -1.3854], [-2.5206, -0.6958, 1.0852], [-1.3544, -0.0616, 1.2220], [-1.0704, 0.6253, 2.3440], [-1.9813, 0.5228, 3.5295], [0.0913, 1.4084, 2.2779], [0.5152, 2.3082, 3.2882], [1.5590, 3.1539, 3.0631], [2.2111, 3.1211, 1.8124], [1.8265, 2.1748, 0.8950], [0.8264, 1.3198, 1.0988], [-5.7141, -2.2141, 2.6065], [-3.9589, -2.2394, 2.3930], [-4.9478, -3.5391, 1.7205], [-5.0513, -0.6075, 0.8716], [-5.9511, -1.9369, 0.1063], [-4.0952, -2.1951, -1.2070], [-1.5823, -0.1914, 4.2544], [-2.9453, 0.1531, 3.1866], [-2.1073, 1.4829, 4.0238], [-0.0073, 2.3105, 4.2282], [1.8969, 3.8357, 3.8278], [3.0111, 3.8077, 1.5884], [2.3549, 2.0885, -0.0483], [4.0120, -0.5182, 1.0908], [3.8971, -0.9846, 2.5362], [3.3756, 0.1541, 3.4221], [3.0446, -2.2127, 2.7685], [3.4393, -2.9938, 3.8356], [2.7413, -4.1230, 4.2262], [1.6191, -4.4854, 3.5041], [1.1670, -3.7500, 2.4268], [-0.1291, -4.2315, 1.8183], [-0.2620, -4.1004, 0.3054], [-1.2657, -3.5030, 2.5439], [1.8693, -2.5601, 2.0036], [1.5235, -1.9061, 0.9631], [4.7177, 0.3099, 1.0334], [3.0460, -0.1759, 0.7371], [4.3682, -1.3245, 0.4516], [4.9084, -1.2367, 2.8823], [2.3320, 0.3517, 3.1939], [3.9507, 1.0627, 3.2471], [3.4543, -0.1141, 4.4743], [4.3274, -2.7104, 4.3872], [3.0678, -4.7063, 5.0744], [1.0720, -5.3732, 3.7911], [-0.2200, -5.3014, 2.0551], [-0.1970, -3.0610, -0.0053], [-1.2310, -4.4897, -0.0059], [0.5205, -4.6680, -0.1967], [-1.1590, -2.4309, 2.4230], [-1.2342, -3.7370, 3.6078], [-2.2277, -3.8124, 2.1414], [4.1500, -2.3150, -2.8037], [3.1331, -1.2554, -2.5927], [2.8498, -0.1141, -3.3222], [1.8044, 0.5267, -2.6476], [1.4844, -0.1873, -1.5739], [2.2769, -1.2637, -1.5573], [1.0955, 1.7877, -2.9924], [4.5503, -2.2529, -3.8119], [3.7106, -3.2986, -2.6522], [4.9755, -2.2024, -2.1005], [3.3342, 0.2195, -4.2169], [2.2141, -1.8732, -0.7340], [1.5735, 2.2687, -3.8413], [1.0945, 2.4697, -2.1425], [0.0568, 1.5763, -3.2450]], "e_homo_ev": -5.9, "lumo_energy_ev": -1.2, "de_lowest_kcal_mol": 28.2, "fmax_ha_per_bohr": 0.073}



(2)
{"formula": "C2H6S6", "method": "ωB97M-V/def2-TZVPD", "elements": ["C", "C", "S", "S", "S", "S", "S", "S", "H", "H", "H", "H", "H", "H"], "positions_angstrom": [[0.1337, -0.4340, -0.3540], [-0.9163, 0.4008, 0.2215], [0.3129, -0.2698, -2.1561], [2.1858, 1.2770, 0.1435], [0.6270, -1.7971, 0.6313], [-2.5624, -0.4606, -0.1565], [-1.0180, 2.0774, -0.6108], [-0.6887, 0.5629, 2.0727], [1.4907, -0.7798, -2.4631], [3.0644, 0.2154, 0.2317], [1.3110, -2.6611, -0.3934], [-2.3679, -1.1739, 0.8312], [0.3905, 2.3526, -0.4103], [-1.9627, 0.6902, 2.4124]], "e_homo_ev": [-8.2, -8.2], "lumo_energy_ev": [-1.6, -1.6], "fmax_ha_per_bohr": 0.073}



(3)
{"formula": "C7H13N2", "method": "ωB97M-V/def2-TZVPD", "elements": ["C", "C", "C", "C", "C", "C", "C", "N", "N", "H", "H", "H", "H", "H", "H", "H", "H", "H", "H", "H", "H", "H"], "positions_angstrom": [[-1.1721, 0.7294, 0.4689], [-0.8008, 1.5763, 1.3230], [0.5148, 0.3600, -1.3752], [0.2195, 1.5552, -2.0805], [1.4052, -2.0506, -0.2153], [-0.7052, -1.9302, 1.0205], [-0.4700, 2.5452, 2.1561], [-0.1106, -0.0047, -0.2733], [0.3483, -1.1267, 0.3364], [-2.1348, 0.5265, 0.1258], [1.1277, -0.5354, -1.7979], [-0.6202, 2.1217, -1.6856], [1.0958, 2.1296, -2.3423], [-0.1325, 1.3494, -3.0881], [1.7679, -2.5562, 0.7158], [0.9808, -2.7076, -0.9725], [2.0736, -1.4390, -0.6963], [-0.9865, -1.5585, 2.0321], [-1.6032, -2.0290, 0.3964], [-0.2527, -2.9154, 1.1794], [-0.1923, 2.5637, 3.1789], [-0.3527, 3.3963, 1.5940]], "e_homo_ev": [-13.0, -13.0], "lumo_energy_ev": [-3.7, -3.7], "de_lowest_kcal_mol": 121.1, "smiles": "C=C=C/[N+](=C\\C)N(C)C", "fmax_ha_per_bohr": 0.093, "charge": 1}



(4)
{"formula": "C11H15N3OS2", "method": "ωB97M-V/def2-TZVPD", "elements": ["O", "C", "N", "C", "C", "C", "C", "C", "C", "S", "C", "S", "N", "C", "C", "N", "C", "H", "H", "H", "H", "H", "H", "H", "H", "H", "H", "H", "H", "H", "H", "H"], "positions_angstrom": [[-1.0653, 0.5810, -0.4809], [-0.4684, 1.5902, -0.2384], [-1.0708, 2.7756, 0.3632], [-0.0257, 3.2939, 1.2821], [1.2681, 2.4798, 1.0127], [1.0089, 1.8813, -0.3670], [1.9540, 0.8113, -0.8890], [2.2866, -0.3472, 0.0509], [1.2445, -1.4468, 0.2170], [0.9474, -2.2437, -1.3787], [-0.3700, -3.3318, -0.9296], [-0.2427, -4.9262, -1.0764], [-1.5510, -2.7143, -0.4760], [-2.3537, -1.8446, -1.1797], [-3.3798, -1.5492, -0.3472], [-3.2301, -2.1834, 0.8615], [-2.1375, -2.8754, 0.7517], [-1.1929, 3.4105, -0.4207], [-0.3635, 3.0663, 2.2906], [0.0942, 4.3713, 1.2200], [2.1759, 3.0739, 0.9930], [1.2937, 1.6798, 1.7479], [1.0229, 2.7090, -1.0855], [1.6043, 0.4235, -1.8454], [2.8953, 1.3250, -1.0943], [2.5415, 0.0404, 1.0367], [3.1941, -0.8244, -0.3247], [0.3197, -1.0871, 0.6626], [1.6574, -2.2062, 0.8801], [-2.1283, -1.5212, -2.1781], [-4.2040, -0.8953, -0.5699], [-1.7249, -3.5160, 1.5115]], "e_homo_ev": -8.6, "lumo_energy_ev": -0.6, "smiles": "O=C1NCC[C@H]1CCCSC(=S)n1ccnc1", "fmax_ha_per_bohr": 0.013}



(5)
{"formula": "C4H9NO2", "method": "ωB97M-V/def2-TZVPD", "elements": ["C", "C", "C", "N", "C", "O", "O", "H", "H", "H", "H", "H", "H", "H", "H", "H"], "positions_angstrom": [[0.1976, 0.7010, -1.5498], [-0.6377, 0.4721, -0.2960], [-1.4574, -0.8029, -0.2838], [0.2290, 0.5631, 0.8752], [1.1425, -0.3763, 1.1874], [1.7661, -0.0415, 2.3263], [1.4167, -1.3742, 0.5592], [0.6871, 1.6703, -1.4329], [-0.4382, 0.9668, -2.3929], [0.8182, -0.1197, -1.9128], [-1.2772, 1.3494, -0.2400], [-0.7646, -1.5760, -0.4387], [-2.1536, -0.9714, -1.1080], [-1.9793, -1.0164, 0.6453], [0.0511, 1.2996, 1.5309], [2.3997, -0.7440, 2.5306]], "e_homo_ev": -9.9, "lumo_energy_ev": 0.8, "de_lowest_kcal_mol": 6.0, "smiles": "CC(C)NC(=O)O", "fmax_ha_per_bohr": 0.033}



(6)
{"formula": "C12H42N10O8", "method": "ωB97M-V/def2-TZVPD", "elements": ["C", "O", "N", "N", "H", "H", "H", "H", "C", "O", "N", "N", "H", "H", "H", "H", "C", "O", "N", "N", "H", "H", "H", "H", "C", "O", "N", "N", "H", "H", "H", "H", "C", "C", "C", "O", "C", "N", "H", "H", "H", "H", "H", "H", "H", "H", "H", "H", "H", "C", "C", "C", "O", "C", "N", "H", "H", "H", "H", "H", "H", "H", "H", "H", "H", "H", "O", "H", "H", "O", "H", "H"], "positions_angstrom": [[15.6817, 3.1577, 10.6903], [15.7653, 2.3214, 11.5503], [16.6407, 3.5648, 9.9190], [14.5601, 3.7918, 10.5026], [17.3987, 2.9049, 9.8181], [16.5647, 4.2631, 9.1933], [13.8346, 3.7620, 11.2046], [14.5072, 4.4127, 9.7078], [13.4174, -3.3945, 8.2799], [13.4251, -4.2867, 7.4329], [12.3410, -3.1200, 8.9904], [14.4466, -2.6329, 8.6400], [12.3517, -2.3083, 9.5914], [11.4806, -3.5833, 8.7351], [14.4181, -2.0851, 9.4881], [15.3876, -2.6963, 8.2785], [28.0548, 1.0716, 14.4154], [29.0735, 1.6516, 13.9942], [26.9363, 1.0067, 13.7552], [28.0249, 0.4360, 15.5514], [26.1539, 0.4826, 14.1203], [27.0458, 1.3312, 12.8051], [28.5175, 0.7954, 16.3566], [27.2878, -0.1487, 15.9185], [20.1246, -6.1181, 10.2814], [20.8144, -5.1238, 10.5867], [18.8978, -6.2825, 10.7441], [20.4552, -7.0404, 9.4273], [18.7175, -5.6135, 11.4789], [18.4795, -7.1323, 10.3933], [21.1786, -6.8895, 8.7388], [19.8089, -7.7009, 9.0196], [19.7716, 2.0255, 1.8556], [20.8838, 2.4599, 0.8688], [20.2182, 3.2759, -0.3096], [21.2656, 3.7029, -1.1036], [20.9450, 4.9129, -1.8754], [21.7420, 3.1578, 1.7362], [20.0370, 1.3059, 2.6300], [18.9253, 1.4966, 1.4172], [19.3796, 2.8829, 2.4027], [21.3178, 1.5678, 0.4171], [19.7144, 4.1832, 0.0234], [19.3955, 2.8401, -0.8766], [20.4833, 4.6354, -2.8230], [21.8802, 5.4516, -2.0285], [20.2169, 5.6017, -1.4470], [22.5871, 3.3583, 1.2207], [22.0027, 2.4300, 2.3862], [24.9765, -4.8975, 16.8665], [23.8946, -4.2738, 17.7804], [24.2167, -3.9213, 19.2631], [24.4485, -5.1271, 19.9331], [25.2079, -4.8401, 21.1210], [23.2988, -3.2012, 16.9753], [25.6851, -4.1197, 16.5819], [24.4588, -5.4324, 16.0703], [25.7142, -5.5187, 17.3744], [23.2306, -5.1382, 17.7746], [23.5345, -3.2515, 19.7866], [25.1400, -3.3432, 19.2273], [25.5906, -5.7957, 21.4793], [24.4750, -4.4836, 21.8448], [26.1379, -4.3022, 20.9369], [23.1009, -3.5773, 16.0591], [22.3430, -3.0490, 17.2639], [21.2594, 0.2842, 8.7532], [22.1229, 0.5953, 8.4815], [21.4356, -0.5274, 9.2291], [26.6655, 2.1032, 7.7725], [27.0488, 2.9577, 7.5746], [27.3422, 1.4733, 7.5242]], "e_homo_ev": -9.5, "lumo_energy_ev": 0.4, "de_lowest_kcal_mol": 84.0, "smiles": "COC[C@H](C)N.COC[C@H](C)N.NC(N)=O.NC(N)=O.NC(N)=O.NC(N)=O.O.O", "fmax_ha_per_bohr": 0.111}



(7)
{"formula": "C6H8S", "method": "ωB97M-V/def2-TZVPD", "elements": ["C", "C", "C", "C", "C", "C", "H", "H", "H", "H", "H", "H", "H", "H", "S"], "positions_angstrom": [[-1.2025, -0.0634, 0.5641], [-0.3638, 1.1699, 0.2858], [0.9543, 1.1801, -0.0861], [1.6870, -0.1240, -0.3703], [0.7682, -1.2969, -0.3272], [-0.4014, -1.3592, 0.4117], [-3.1989, 1.1515, -0.0435], [-1.4944, -0.1979, 1.7672], [-0.8282, 2.2574, 0.0679], [1.0347, 2.2727, -0.6766], [2.5028, -0.1231, -1.4273], [2.5829, -0.3135, 0.4151], [1.5032, -2.1479, -0.4999], [-0.8712, -2.2333, 0.4110], [-2.6727, -0.1724, -0.4919]], "e_homo_ev": -9.0, "lumo_energy_ev": 0.7, "de_lowest_kcal_mol": 92.9, "smiles": "SC1C=CCC=C1", "fmax_ha_per_bohr": 0.138}



(8)
{"formula": "C4H8NO3", "method": "ωB97M-V/def2-TZVPD", "elements": ["O", "C", "O", "C", "C", "C", "O", "N", "H", "H", "H", "H", "H", "H", "H", "H"], "positions_angstrom": [[-2.1176, -1.4076, 0.9012], [-1.3797, -1.0666, -0.0183], [-1.3702, -1.6251, -1.2864], [-0.3812, 0.1901, -0.0704], [0.3179, 0.4386, 1.2025], [1.4857, 1.2460, 1.1145], [1.7304, 1.9053, 0.1579], [0.6017, -0.1079, -1.2281], [-2.2750, -1.7978, -1.7138], [-1.1925, 0.9744, -0.4145], [-0.3860, 1.0477, 1.8171], [0.2198, -0.4029, 2.0045], [2.1673, 1.3400, 1.9005], [0.0556, -0.3018, -2.0340], [1.3398, 0.6122, -1.1371], [1.1839, -1.0445, -1.1956]], "e_homo_ev": -15.0, "lumo_energy_ev": -3.9, "de_lowest_kcal_mol": 39.8, "smiles": "[NH3+][C@H](CC=O)C(=O)O", "fmax_ha_per_bohr": 0.095, "charge": 1}